Arrangement w

Here is C14H12O3 in the gas phase from OMol25. Energies are from ωB97M-V/def2-TZVPD.

The geometry in ORCA input format:
```
! RIJCOSX wB97M-V def2-TZVPD def2/J DEFGRID3
* xyz 0 1
C 2.723 -1.550 1.147
C 2.585 -0.348 0.260
C 1.426 0.295 0.061
C 0.178 -0.128 0.793
O -0.879 0.805 0.652
C -2.100 0.261 0.315
C -3.066 0.087 1.294
C -4.307 -0.432 0.941
C -4.574 -0.773 -0.378
C -3.599 -0.589 -1.351
C -2.358 -0.066 -1.010
C 1.387 1.400 -0.950
O 0.437 1.599 -1.670
C 2.655 2.165 -1.128
C 3.811 1.546 -0.905
C 3.814 0.133 -0.444
O 4.769 -0.589 -0.630
H 3.698 -2.009 0.993
H 2.604 -1.280 2.197
H 1.971 -2.301 0.895
H -0.133 -1.125 0.467
H 0.427 -0.183 1.859
H -2.837 0.366 2.314
H -5.057 -0.563 1.709
H -5.542 -1.174 -0.649
H -3.794 -0.839 -2.386
H -1.594 0.112 -1.756
H 2.591 3.167 -1.533
H 4.767 2.012 -1.106
*
```

Properties
orbital gap = 0.2960 hartree
SMILES = CC1=C(COc2ccccc2)C(=O)C=CC1=O
highest occupied orbital energy = -9.1 eV


Arrangement x

Here is C14H12O3 in the gas phase from OMol25. Energies are from ωB97M-V/def2-TZVPD.

The geometry in ORCA input format:
```
! RIJCOSX wB97M-V def2-TZVPD def2/J DEFGRID3
* xyz 0 1
C 1.116 3.832 -2.610
C 0.805 2.631 -1.771
C 1.682 2.010 -0.898
C 0.901 0.933 -0.311
C 1.200 -0.067 0.603
C 0.194 -1.019 0.900
C 0.440 -2.133 1.822
C 1.732 -2.261 2.601
C -0.592 -3.062 1.976
C -1.863 -2.859 1.333
O -2.659 -3.773 1.529
O -2.086 -1.822 0.477
C -1.088 -0.908 0.314
C -1.381 0.125 -0.581
C -2.698 0.314 -1.294
C -0.367 1.031 -0.881
O -0.444 2.107 -1.732
H 1.108 3.601 -3.681
H 0.318 4.575 -2.450
H 2.069 4.293 -2.320
H 2.689 2.313 -0.620
H 2.214 -0.055 1.010
H 2.612 -2.373 1.963
H 1.890 -1.377 3.215
H 1.701 -3.138 3.247
H -0.468 -3.938 2.604
H -2.590 -0.115 -2.292
H -2.922 1.350 -1.402
H -3.512 -0.216 -0.750
*
```

Properties
orbital gap = 0.3070 hartree
SMILES = Cc1cc2cc3c(C)cc(=O)oc3c(C)c2o1
highest occupied orbital energy = -8.2 eV


The least stable of them is arrangement w.


Arrangement w

Here is a molecular structure, C5H7OP from OMol25. Energies are from ωB97M-V/def2-TZVPD.

The geometry in ORCA input format:
```
! RIJCOSX wB97M-V def2-TZVPD def2/J DEFGRID3
* xyz 0 1
C -0.221 -0.647 0.058
C 0.927 -1.231 -0.144
C -0.270 0.878 0.096
C 1.075 1.414 -0.375
C -1.504 -1.389 0.304
O 2.185 -0.972 -0.444
P 2.493 0.442 0.399
H -1.078 1.251 -0.539
H -0.480 1.194 1.124
H 1.166 1.311 -1.463
H 1.199 2.466 -0.115
H -1.421 -2.415 -0.046
H -2.322 -0.900 -0.221
H -1.748 -1.401 1.366
*
```

Properties
orbital gap (alpha / beta) = 0.3011 / 0.2736 hartree
highest occupied orbital energy (alpha / beta) = -8.1 / -8.2 eV


Arrangement x

Here is C5H7OP in the gas phase from OMol25. Energies are from ωB97M-V/def2-TZVPD.

The geometry in ORCA input format:
```
! RIJCOSX wB97M-V def2-TZVPD def2/J DEFGRID3
* xyz 0 1
C 1.057 0.730 -1.404
C 1.628 0.001 -0.553
C -0.313 1.448 -1.342
C -0.601 -0.559 0.702
C -0.460 -1.436 1.844
O -1.697 -0.661 -0.159
P -1.302 0.998 0.174
H 1.475 0.931 -2.360
H 2.456 -0.428 -0.117
H -0.082 2.496 -0.845
H -0.897 1.469 -2.331
H -0.213 -2.415 1.491
H -1.375 -1.503 2.420
H 0.325 -1.072 2.482
*
```

Properties
orbital gap (alpha / beta) = 0.3051 / 0.2920 hartree
highest occupied orbital energy (alpha / beta) = -7.8 / -7.5 eV


The least stable of them is arrangement x.